Formula: C7H3FI2NO4ReSe4
Source: the OMol25 dataset
Level of theory: wB97M-V/def2-TZVPD

Element x y z (Å)
Re  1.637  -1.458  0.377
Se  1.293  -0.113  4.015
Se  -0.142  1.136  5.372
Se  1.853  1.479  5.620
Se  1.807  -1.654  2.558
O  -2.909  2.610  -3.010
C  -2.656  2.711  -1.804
O  -2.949  3.518  -0.909
C  -1.727  1.533  -1.270
C  -1.526  1.395  0.099
C  -0.628  0.448  0.538
N  0.064  -0.324  -0.323
C  -0.199  -0.259  -1.638
C  -1.098  0.653  -2.145
C  0.552  -1.335  -2.420
O  0.416  -1.465  -3.617
O  1.269  -2.102  -1.647
H  -2.057  2.046  0.779
H  -0.438  0.311  1.593
H  -1.299  0.697  -3.206
I  2.533  -3.624  1.513
I  3.326  -5.781  0.235
F  2.878  -0.424  -0.711

Computed properties:
DFT total energy   -299420.0059 eV
Total charge   -1
ΔE to the lowest compared entry with this formula, charge and spin   755.6 kJ/mol
LUMO energy (spin up / spin down)   -0.1 / -0.4 eV
Kohn-Sham gap (spin up / spin down)   5.9 / 5.4 eV
Expectation value of S²   3.784
2S+1   4

These are the natural (NBO) partial charges, in e, on atoms 1 to 6: 1.292, -0.123, -0.064, -0.043, -0.150, -0.722